1.
Density functional theory data (the ωB97M-V functional and the def2-TZVPD basis) for a molecular structure, C21H28CaF3O4 at a distorted geometry.

Computed properties:
Total charge: -1
DFT total energy, eV: -57009.52397
Maximum force, hartree/bohr: 0.0769

```
57
C21H28CaF3O4, DFT the ωB97M-V functional and the def2-TZVPD basis
O -0.994 -3.894 -0.314
C -1.806 -5.082 -0.016
C -0.717 -6.032 -0.505
H -2.749 -5.111 -0.590
H -1.980 -5.118 1.068
C 0.084 -4.737 -0.804
H -0.929 -6.622 -1.391
H -0.312 -6.655 0.290
C 0.329 -4.411 -2.265
H -0.594 -4.209 -2.821
H 0.935 -5.190 -2.754
H 0.896 -3.477 -2.326
C 1.380 -4.577 -0.022
H 1.218 -4.656 1.061
H 1.806 -3.587 -0.226
H 2.129 -5.309 -0.378
Ca -2.704 -0.066 -3.153
C -0.042 0.143 1.743
C -1.276 0.812 1.502
C -2.281 -0.178 1.318
H -1.425 1.886 1.453
C -1.666 -1.459 1.428
C -0.275 -1.262 1.665
H 0.474 -2.042 1.778
H 0.912 0.627 1.930
H -3.336 0.014 1.141
H -2.168 -2.415 1.356
C 1.021 1.175 -1.016
C 1.709 -0.052 -0.841
C 1.492 -0.848 -1.997
H 2.311 -0.337 0.017
C 0.635 -0.124 -2.877
C 0.360 1.142 -2.274
H -0.179 1.974 -2.734
H 1.012 2.018 -0.325
H 1.947 -1.814 -2.186
H 0.307 -0.441 -3.875
O -3.807 -1.817 -3.236
C -3.318 -3.184 -3.539
C -4.522 -3.971 -4.030
H -2.805 -3.590 -2.650
H -2.568 -3.086 -4.334
C -5.779 -3.090 -3.870
H -4.624 -4.937 -3.538
H -4.355 -4.182 -5.089
C -5.312 -1.730 -3.348
H -6.546 -3.514 -3.213
H -6.293 -2.964 -4.830
H -5.697 -1.502 -2.347
H -5.537 -0.903 -4.030
F -2.146 3.498 -0.288
C -3.273 3.495 -1.046
F -4.327 3.696 -0.212
F -3.175 4.554 -1.885
C -3.458 2.115 -1.753
O -2.676 1.211 -1.291
O -4.242 1.908 -2.721
```

Atom charges from the Löwdin analysis, given in e for atoms 1 to 8: -0.100 -0.157 -0.087 0.100 0.116 -0.560 0.098 0.104



2.
Density functional theory data (the ωB97M-V functional and the def2-TZVPD basis) for C3H8N2S in the gas phase at a distorted geometry.

Computed properties:
DFT total energy, eV: -17055.26198
SMILES: [H]/N=C(/C)N(C)S
Maximum force, hartree/bohr: 0.0426

```
14
C3H8N2S, DFT the ωB97M-V functional and the def2-TZVPD basis
H 1.469 1.478 0.135
N 1.796 0.498 0.166
C 0.765 -0.260 0.033
C 0.924 -1.748 -0.192
N -0.530 0.226 -0.166
C -0.812 1.646 -0.186
S -1.830 -0.804 -0.017
H 1.981 -2.012 0.005
H 0.630 -2.065 -1.185
H 0.307 -2.325 0.553
H -0.622 2.060 0.842
H -0.104 2.167 -0.850
H -1.919 1.740 -0.452
H -2.056 -0.599 1.314
```

Atom charges from the Löwdin analysis, given in e for atoms 1 to 8: 0.024 0.123 -0.530 -0.093 -0.574 -0.147 0.819 0.082



3.
Density functional theory data (the ωB97M-V functional and the def2-TZVPD basis) for 2 unconnected molecules or ions with the total composition C2H7S3 at a distorted geometry.

Computed properties:
Total charge: -1
DFT total energy, eV: -34694.32788
Maximum force, hartree/bohr: 0.0237

```
12
C2H7S3, DFT the ωB97M-V functional and the def2-TZVPD basis
C 2.540 1.137 0.037
S 1.892 -0.306 0.946
H 3.618 1.112 -0.089
H 2.169 2.061 0.466
H 2.109 1.064 -0.965
C -2.371 -1.226 -0.638
S -1.858 0.469 -0.091
S -1.389 0.155 1.939
H -3.417 -1.392 -0.364
H -2.273 -1.210 -1.731
H -1.674 -1.960 -0.243
H 0.653 0.095 0.733
```

Atom charges from the Löwdin analysis, given in e for atoms 1 to 8: -0.511 0.535 0.007 0.018 0.011 -0.534 0.076 -0.288



4.
Density functional theory data (the ωB97M-V functional and the def2-TZVPD basis) for a molecular structure, C14H8F6N2OPRuS.

Computed properties:
2S+1: 6
Total charge: +2
DFT total energy, eV: -58667.29248
Expectation value of S²: 8.840
Maximum force, hartree/bohr: 0.0193

```
34
C14H8F6N2OPRuS, DFT the ωB97M-V functional and the def2-TZVPD basis
Ru -1.427 1.643 -0.694
O -1.411 2.251 1.205
N -0.514 2.947 1.894
C -0.620 2.956 3.224
C 0.269 3.694 3.988
C 1.273 4.426 3.364
C 1.352 4.428 1.982
C 0.443 3.675 1.232
S 0.460 3.596 -0.471
H -1.430 2.370 3.635
H 0.162 3.698 5.063
H 1.980 4.995 3.953
H 2.106 4.999 1.458
N 1.930 -7.592 -0.289
C 1.474 -6.534 -0.308
C 0.945 -5.217 -0.308
C 0.367 -4.706 0.879
C -0.091 -3.422 0.905
C 0.008 -2.612 -0.263
C 0.548 -3.155 -1.468
C 1.014 -4.436 -1.484
C -0.428 -1.297 -0.254
C -0.814 -0.129 -0.247
H 0.293 -5.338 1.753
H -0.543 -3.014 1.798
H 0.584 -2.538 -2.356
H 1.439 -4.861 -2.383
F -2.472 1.230 -2.344
P -1.297 1.289 -3.879
F -0.445 2.300 -2.754
F -0.201 1.422 -4.947
F -2.258 0.303 -4.571
F -0.575 0.082 -3.079
F -2.123 2.550 -4.235
```

Atom charges from the Löwdin analysis, given in e for atoms 1 to 8: 1.448 -0.278 -0.169 0.064 0.050 0.024 -0.003 -0.583



5.
Density functional theory data (the ωB97M-V functional and the def2-TZVPD basis) for 2 unconnected molecules or ions with the total composition C5H8FI at a distorted geometry.

Computed properties:
DFT total energy, eV: -16130.11499
SMILES: C/C=C\F.C=CI
Maximum force, hartree/bohr: 0.0820

```
15
C5H8FI, DFT the ωB97M-V functional and the def2-TZVPD basis
C -0.648 -0.773 2.821
C 0.579 -0.204 2.138
C 0.707 -0.048 0.876
F -0.368 -0.256 0.069
H -0.620 -0.575 3.825
H -1.476 -0.217 2.377
H -0.490 -1.839 2.511
H 1.404 0.018 2.855
H 1.430 0.272 0.216
C -0.537 -0.037 -3.059
C -0.022 1.174 -2.870
I 2.116 1.535 -3.149
H -1.666 -0.245 -2.951
H 0.210 -0.893 -2.943
H -0.618 2.087 -2.717
```

Atom charges from the Löwdin analysis, given in e for atoms 1 to 8: -0.072 -0.162 -0.170 -0.024 0.032 0.081 0.107 0.120



6.
Density functional theory data (the ωB97M-V functional and the def2-TZVPD basis) for a molecular structure, C2H2F4O at a distorted geometry.

Computed properties:
DFT total energy, eV: -15018.25120
Maximum force, hartree/bohr: 0.1167

```
9
C2H2F4O, DFT the ωB97M-V functional and the def2-TZVPD basis
C -0.191 -0.154 0.706
C 0.807 0.240 -1.013
O -1.250 -0.483 0.091
F 0.568 -1.157 1.319
F 2.013 0.455 -0.574
F 0.231 1.377 -1.251
F -2.435 -0.503 1.045
H -0.362 0.822 1.297
H 0.620 -0.598 -1.620
```

Atom charges from the Löwdin analysis, given in e for atoms 1 to 8: -0.301 -0.235 0.027 0.010 0.134 0.128 -0.093 0.185